A cluster of 5 separate species, C31H72O18S in total, computed with ωB97M-V/def2-TZVPD.

Structure (XYZ):
```
122
Properties=species:S:1:pos:R:3:forces:R:3:lowdin_charge:R:1
C 3.732 -6.096 -0.896 -0.0929 0.1006 0.0634 -0.06
C 4.618 -4.923 -1.278 0.0543 -0.0443 -0.0324 -0.28
O 5.676 -5.413 -2.087 -0.0879 -0.0409 -0.1194 -0.17
C 6.480 -4.416 -2.677 0.0544 -0.0224 0.0324 -0.17
C 6.446 -4.453 -4.234 -0.0711 0.0527 -0.0137 -0.17
O 5.645 -5.460 -4.801 -0.0107 -0.0314 0.0154 -0.16
C 4.261 -5.201 -4.780 0.1137 0.1288 -0.0507 -0.17
C 3.544 -6.001 -5.894 -0.0769 -0.1783 0.0231 -0.15
O 4.413 -6.817 -6.657 0.2390 -0.0262 0.0311 -0.10
C 4.499 -8.143 -6.259 -0.1920 0.0930 -0.0194 -0.27
O 4.753 -8.299 -4.859 0.0466 -0.2167 -0.0624 -0.31
S 6.325 -8.536 -4.455 0.1157 0.2607 0.0655 0.91
O 6.740 -9.812 -5.011 -0.1561 0.0556 0.1037 -0.41
O 5.957 -8.805 -2.896 0.1860 -0.2130 -0.0847 -0.26
H 2.918 -6.238 -1.609 0.0687 -0.0552 -0.0618 0.07
H 4.327 -7.007 -0.875 0.0458 -0.0159 0.0417 0.08
H 3.288 -5.942 0.088 -0.0217 0.0034 0.0043 0.07
H 5.028 -4.432 -0.386 0.0315 -0.0394 -0.0053 0.12
H 4.050 -4.166 -1.833 -0.0187 0.0266 0.0418 0.12
H 7.510 -4.576 -2.346 -0.0209 0.0130 0.0050 0.12
H 6.179 -3.425 -2.320 -0.0093 -0.0084 -0.0364 0.12
H 6.127 -3.473 -4.615 0.0096 -0.0206 0.0018 0.12
H 7.450 -4.641 -4.611 0.0108 0.0012 0.0192 0.12
H 4.098 -4.129 -4.954 -0.0515 -0.0239 0.0418 0.12
H 3.840 -5.456 -3.806 -0.0103 -0.0388 0.0478 0.10
H 3.082 -5.314 -6.602 0.0232 0.0071 -0.0054 0.12
H 2.752 -6.615 -5.452 -0.0081 0.0361 -0.0164 0.13
H 5.289 -8.599 -6.856 -0.0107 -0.0230 0.0268 0.13
H 3.553 -8.669 -6.426 0.0141 0.0446 0.0765 0.14
H 6.287 -9.700 -2.692 -0.1898 0.1677 -0.0911 0.07
C 1.714 -9.833 2.599 0.0358 -0.0805 0.0325 -0.11
O 2.073 -8.923 3.612 -0.0955 0.1835 -0.0367 -0.19
C 3.237 -8.182 3.302 0.0540 -0.0775 -0.0700 -0.21
C 3.253 -6.860 4.032 0.0707 -0.0365 0.0473 -0.19
O 2.371 -5.900 3.476 0.0112 0.0197 -0.0306 -0.13
C 1.022 -5.951 3.911 -0.0824 -0.0005 0.0071 -0.18
C 0.783 -5.248 5.226 -0.1321 0.0796 0.0876 -0.21
O 1.210 -6.038 6.320 0.2047 -0.0243 -0.1212 -0.19
C 1.440 -5.275 7.480 -0.0805 -0.0163 0.0458 -0.11
H 2.488 -10.592 2.442 0.0109 0.0072 0.0063 0.09
H 0.797 -10.327 2.916 0.0063 -0.0057 -0.0038 0.09
H 1.533 -9.318 1.648 0.0047 0.0082 0.0067 0.09
H 3.288 -7.990 2.223 -0.0057 0.0098 -0.0032 0.12
H 4.131 -8.754 3.589 0.0096 -0.0235 -0.0423 0.13
H 4.253 -6.435 3.914 0.0104 -0.0151 0.0658 0.13
H 3.061 -7.010 5.098 -0.0449 0.0029 -0.0230 0.12
H 0.655 -6.979 3.958 0.0383 0.0016 0.0120 0.13
H 0.457 -5.412 3.148 -0.0410 -0.0477 -0.0020 0.13
H -0.290 -5.030 5.319 0.0084 0.0680 0.0155 0.13
H 1.319 -4.290 5.220 0.0174 -0.0205 0.0183 0.11
H 2.207 -4.510 7.308 -0.0009 -0.0030 -0.0083 0.09
H 1.785 -5.956 8.255 -0.0063 0.0066 0.0029 0.09
H 0.526 -4.778 7.826 -0.0078 0.0010 -0.0155 0.09
C 2.280 -0.716 5.002 0.0625 0.0482 -0.0443 -0.11
O 1.082 -0.537 4.285 -0.1593 -0.0723 0.1076 -0.19
C 0.786 -1.625 3.428 0.1137 -0.0439 -0.0232 -0.20
C -0.699 -1.737 3.179 0.0356 0.0138 -0.0793 -0.18
O -1.411 -2.284 4.276 -0.0160 -0.0278 -0.0023 -0.13
C -1.793 -1.382 5.299 0.0055 0.0441 0.0724 -0.19
C -3.064 -0.622 4.997 -0.0617 0.0053 0.0279 -0.21
O -2.819 0.419 4.074 0.0568 -0.1083 -0.0896 -0.20
C -3.996 0.898 3.466 -0.0050 0.1045 -0.0002 -0.11
H 3.147 -0.789 4.334 -0.0074 -0.0050 -0.0118 0.09
H 2.406 0.151 5.647 0.0074 -0.0027 -0.0051 0.09
H 2.243 -1.621 5.621 -0.0073 0.0008 -0.0091 0.08
H 1.139 -2.562 3.875 0.0053 0.0078 -0.0285 0.10
H 1.300 -1.493 2.466 0.0377 -0.0143 0.0059 0.13
H -0.838 -2.451 2.363 -0.0181 0.0565 -0.0410 0.13
H -1.111 -0.773 2.872 -0.0054 -0.0028 0.0553 0.12
H -0.986 -0.684 5.536 -0.0075 -0.0026 -0.0313 0.12
H -1.985 -2.007 6.175 0.0356 0.0324 0.0296 0.13
H -3.456 -0.207 5.937 -0.0449 0.0171 -0.0133 0.13
H -3.812 -1.318 4.596 0.0080 -0.0111 -0.0110 0.13
H -4.527 0.097 2.937 0.0123 -0.0179 0.0181 0.09
H -3.707 1.666 2.751 -0.0332 0.0066 0.0067 0.08
H -4.677 1.342 4.202 -0.0085 -0.0199 0.0098 0.09
C -3.317 4.306 4.219 -0.0130 -0.1136 0.0135 -0.11
O -3.971 4.671 3.026 0.0947 0.1160 -0.0727 -0.20
C -4.959 5.664 3.218 -0.0327 -0.0103 0.0700 -0.21
C -5.253 6.386 1.924 -0.0736 -0.0545 -0.0021 -0.19
O -4.239 7.299 1.542 -0.0022 0.0184 0.0083 -0.12
C -3.145 6.763 0.818 0.0742 -0.0494 -0.0202 -0.18
C -3.414 6.606 -0.660 0.0267 0.0072 -0.0770 -0.22
O -4.212 5.468 -0.921 -0.1151 0.0967 0.1137 -0.19
C -4.854 5.540 -2.174 0.0461 -0.0538 -0.0556 -0.11
H -4.011 3.854 4.938 -0.0092 0.0193 0.0101 0.09
H -2.556 3.571 3.962 -0.0026 -0.0047 0.0329 0.08
H -2.836 5.169 4.693 -0.0200 0.0187 -0.0179 0.09
H -4.625 6.392 3.968 0.0202 0.0128 -0.0132 0.13
H -5.889 5.204 3.580 0.0129 -0.0110 0.0534 0.13
H -6.145 6.996 2.087 -0.0279 -0.0381 -0.0390 0.13
H -5.462 5.668 1.128 0.0349 0.0032 0.0079 0.12
H -2.811 5.813 1.243 -0.0348 0.0048 0.0015 0.12
H -2.344 7.496 0.929 0.0344 -0.0443 0.0155 0.13
H -2.453 6.513 -1.187 -0.0084 0.0315 -0.0457 0.13
H -3.918 7.509 -1.027 -0.0076 0.0146 0.0380 0.11
H -5.509 6.418 -2.235 0.0058 -0.0003 0.0062 0.09
H -5.454 4.640 -2.285 0.0071 0.0027 -0.0075 0.09
H -4.133 5.592 -2.998 0.0120 0.0113 0.0094 0.09
C 0.181 9.367 -5.697 0.0391 0.0516 -0.0618 -0.11
O -1.151 9.813 -5.778 -0.0931 -0.0752 0.1387 -0.19
C -1.967 8.976 -6.574 0.0471 -0.0253 -0.0552 -0.21
C -3.425 9.148 -6.217 0.0066 0.0476 -0.0827 -0.19
O -3.782 8.531 -4.992 -0.0213 -0.0146 0.0148 -0.13
C -3.562 9.282 -3.811 0.0484 -0.0210 0.0834 -0.18
C -4.632 10.308 -3.524 -0.0398 0.0212 0.0440 -0.21
O -4.465 11.455 -4.334 -0.0101 -0.1126 -0.1241 -0.19
C -5.625 12.250 -4.398 0.0121 0.0622 0.0516 -0.11
H 0.669 9.362 -6.679 -0.0139 -0.0008 -0.0100 0.09
H 0.715 10.055 -5.044 0.0055 -0.0037 -0.0079 0.09
H 0.238 8.356 -5.276 -0.0107 0.0004 -0.0015 0.09
H -1.685 7.925 -6.432 -0.0086 -0.0070 0.0241 0.13
H -1.836 9.224 -7.637 0.0486 -0.0239 -0.0109 0.13
H -4.011 8.634 -6.982 -0.0183 0.0542 -0.0153 0.13
H -3.694 10.207 -6.222 0.0229 -0.0110 0.0304 0.12
H -2.575 9.752 -3.813 -0.0274 0.0271 -0.0545 0.13
H -3.592 8.547 -3.005 0.0504 0.0249 0.0155 0.10
H -4.572 10.589 -2.462 -0.0437 0.0186 0.0084 0.13
H -5.618 9.858 -3.701 -0.0030 -0.0099 -0.0132 0.13
H -6.473 11.684 -4.800 0.0071 -0.0065 0.0010 0.09
H -5.410 13.087 -5.060 -0.0058 0.0018 0.0082 0.09
H -5.904 12.640 -3.412 0.0097 -0.0136 0.0109 0.09
```
Positions in Å, forces in eV/Å.

Results
molar mass	764.97	Da
frontier orbital gap	9.949	eV